[1]
Density functional theory data (ωB97M-V/def2-TZVPD) for 2 unconnected molecules or ions with the total composition C20H22F3N3O3P at a distorted geometry.

Structure (ORCA input):
```
! RIJCOSX wB97M-V def2-TZVPD def2/J DEFGRID3
* xyz 1 1
C 0.177 -0.216 2.455
C -0.071 -0.713 0.962
C 0.543 -2.038 0.451
C 1.457 -3.033 1.281
O 2.008 -2.803 2.373
O 1.713 -4.317 0.683
P 3.189 -4.312 -0.216
C 3.701 -2.572 -0.748
O 2.853 -5.133 -1.703
C 0.267 -2.418 -1.055
C -0.577 -1.465 -1.920
C -0.845 -1.770 -3.443
C -1.294 -3.109 -4.060
C -1.521 -3.205 -5.558
N -1.358 -2.252 -6.601
C -0.902 -1.053 -5.989
C -0.646 -0.698 -4.535
N -1.139 -0.225 -1.397
C -0.902 0.143 -0.030
C -1.501 1.537 0.473
C -0.329 2.636 0.535
C 0.745 2.539 -0.639
F 1.402 3.817 -0.696
F 1.796 1.598 -0.376
F 0.182 2.354 -1.935
H 0.504 -1.027 3.182
H -0.801 0.226 2.890
H 0.908 0.668 2.399
H 4.641 -2.693 -1.413
H 4.012 -1.883 0.110
H 2.936 -2.019 -1.407
H 3.699 -5.541 -2.014
H 0.677 -3.371 -1.530
H -1.455 -4.021 -3.392
H -1.892 -4.232 -5.933
H -0.694 -0.204 -6.744
H -0.308 0.354 -4.248
H -1.686 0.376 -2.038
H -1.900 1.392 1.543
H -2.395 1.893 -0.165
H -0.814 3.681 0.449
H 0.222 2.509 1.531
N -0.711 4.216 3.998
C -0.436 3.612 5.197
C -1.586 3.618 5.948
C -2.594 4.244 5.173
C -2.027 4.600 3.974
H -0.050 4.357 3.252
H 0.552 3.232 5.411
H -1.690 3.215 6.944
H -3.621 4.414 5.460
H -2.443 5.093 3.108
*
```

Properties
maximum force: 6.57 eV/Å
HOMO energy: -10.56 eV

What are the Mulliken partial charges on each atom? They are as follows, in elementary charge units: number 1, C, carries -1.43; number 2, C, carries 0.71; number 3, C, carries 0.63; number 4, C, carries 0.48; number 5, O, carries -0.48; number 6, O, carries -0.31; number 7, P, carries 0.19; number 8, C, carries -0.75; number 9, O, carries -0.50; number 10, C, carries -0.95; number 11, C, carries 0.42; number 12, C, carries 0.05; number 13, C, carries -0.39; number 14, C, carries -0.20; number 15, N, carries -0.45; number 16, C, carries -0.19; number 17, C, carries -0.47; number 18, N, carries 0.05; number 19, C, carries 0.42; number 20, C, carries -0.99; number 21, C, carries -0.31; number 22, C, carries 0.87; number 23, F, carries -0.27; number 24, F, carries -0.24; number 25, F, carries -0.25; number 26, H, carries 0.42; number 27, H, carries 0.33; number 28, H, carries 0.22; number 29, H, carries 0.36; number 30, H, carries 0.30; number 31, H, carries 0.23; number 32, H, carries 0.35; number 33, H, carries 0.48; number 34, H, carries 0.33; number 35, H, carries 0.30; number 36, H, carries 0.30; number 37, H, carries 0.27; number 38, H, carries 0.41; number 39, H, carries 0.31; number 40, H, carries 0.43; number 41, H, carries 0.36; number 42, H, carries -0.09; number 43, N, carries 0.00; number 44, C, carries -0.53; number 45, C, carries -0.39; number 46, C, carries -0.44; number 47, C, carries -0.47; number 48, H, carries 0.24; number 49, H, carries 0.40; number 50, H, carries 0.42; number 51, H, carries 0.42; number 52, H, carries 0.38



[2]
Density functional theory data (ωB97M-V/def2-TZVPD) for a single C5H8N2 molecule.

Structure (ORCA input):
```
! RIJCOSX wB97M-V def2-TZVPD def2/J DEFGRID3
* xyz 0 1
C -2.432 0.048 -0.248
N -1.035 0.031 0.132
C -0.519 -0.604 1.215
N 0.785 -0.557 1.255
C 1.162 0.133 0.126
C 2.614 0.113 -0.240
C 0.048 0.521 -0.575
H -2.525 -0.083 -1.328
H -2.940 -0.790 0.238
H -2.931 0.976 0.044
H -1.163 -1.109 1.925
H 3.254 0.560 0.526
H 2.904 -0.940 -0.332
H 2.839 0.594 -1.192
H -0.068 1.073 -1.498
*
```

Properties
ΔE to the lowest compared entry with this formula, charge and spin: 13.4 kJ/mol
maximum force: 0.27 eV/Å
SMILES: Cc1cn(C)cn1
HOMO energy: -8.46 eV

What are the Mulliken partial charges on each atom? They are as follows, in elementary charge units: number 1, C, carries -0.85; number 2, N, carries 0.15; number 3, C, carries -0.04; number 4, N, carries -0.64; number 5, C, carries 0.43; number 6, C, carries -1.07; number 7, C, carries -0.49; number 8, H, carries 0.33; number 9, H, carries 0.31; number 10, H, carries 0.27; number 11, H, carries 0.37; number 12, H, carries 0.27; number 13, H, carries 0.25; number 14, H, carries 0.32; number 15, H, carries 0.39



[3]
Density functional theory data (ωB97M-V/def2-TZVPD) for 2 unconnected molecules or ions with the total composition C2H6Cl2NOP at a distorted geometry.

Structure (ORCA input):
```
! RIJCOSX wB97M-V def2-TZVPD def2/J DEFGRID3
* xyz 0 1
C 1.545 -1.163 1.063
C 0.313 1.280 -1.222
N 0.738 -0.667 0.002
O 1.228 0.561 -0.374
P -2.952 0.244 -0.468
Cl -3.838 1.051 1.137
Cl -2.723 -1.657 0.161
H 2.301 -0.257 1.417
H 0.875 -1.616 1.891
H 2.106 -1.954 0.672
H -0.737 1.371 -0.806
H 0.166 0.646 -2.024
H 0.976 2.161 -1.449
*
```

Properties
ΔE to the lowest compared entry with this formula, charge and spin: 566.6 kJ/mol
maximum force: 3.46 eV/Å
HOMO energy (alpha / beta): -8.45 / -8.25 eV

What are the Mulliken partial charges on each atom? They are as follows, in elementary charge units: number 1, C, carries -0.63; number 2, C, carries -0.24; number 3, N, carries -0.23; number 4, O, carries -0.14; number 5, P, carries 0.35; number 6, Cl, carries -0.17; number 7, Cl, carries -0.16; number 8, H, carries 0.28; number 9, H, carries 0.21; number 10, H, carries 0.28; number 11, H, carries -0.12; number 12, H, carries 0.32; number 13, H, carries 0.24



Q: The lowest maximum force belongs to which entry?
A: C5H8N2



Q: Which formula does entry 3 have?
A: C2H6Cl2NOP



Please write out number 2 again, unchanged.
Density functional theory data (ωB97M-V/def2-TZVPD) for a single C5H8N2 molecule.

Structure (ORCA input):
```
! RIJCOSX wB97M-V def2-TZVPD def2/J DEFGRID3
* xyz 0 1
C -2.432 0.048 -0.248
N -1.035 0.031 0.132
C -0.519 -0.604 1.215
N 0.785 -0.557 1.255
C 1.162 0.133 0.126
C 2.614 0.113 -0.240
C 0.048 0.521 -0.575
H -2.525 -0.083 -1.328
H -2.940 -0.790 0.238
H -2.931 0.976 0.044
H -1.163 -1.109 1.925
H 3.254 0.560 0.526
H 2.904 -0.940 -0.332
H 2.839 0.594 -1.192
H -0.068 1.073 -1.498
*
```

Properties
ΔE to the lowest compared entry with this formula, charge and spin: 13.4 kJ/mol
maximum force: 0.27 eV/Å
SMILES: Cc1cn(C)cn1
HOMO energy: -8.46 eV

What are the Mulliken partial charges on each atom? They are as follows, in elementary charge units: number 1, C, carries -0.85; number 2, N, carries 0.15; number 3, C, carries -0.04; number 4, N, carries -0.64; number 5, C, carries 0.43; number 6, C, carries -1.07; number 7, C, carries -0.49; number 8, H, carries 0.33; number 9, H, carries 0.31; number 10, H, carries 0.27; number 11, H, carries 0.37; number 12, H, carries 0.27; number 13, H, carries 0.25; number 14, H, carries 0.32; number 15, H, carries 0.39



Q: maximum force of number 2 (C5H8N2)?
A: 0.27 eV/Å